1.
{
  "formula": "C37H35BiF12N7O2S",
  "method": "wB97M-V/def2-TZVPD",
  "symbols": ["Bi", "S", "F", "F", "F", "F", "F", "F", "F", "F", "F", "F", "F", "F", "O", "O", "N", "N", "N", "N", "N", "N", "N", "C", "C", "C", "C", "C", "C", "C", "C", "C", "C", "C", "C", "C", "C", "C", "C", "C", "C", "C", "C", "C", "C", "C", "C", "C", "C", "C", "C", "C", "C", "C", "C", "C", "C", "C", "C", "C", "H", "H", "H", "H", "H", "H", "H", "H", "H", "H", "H", "H", "H", "H", "H", "H", "H", "H", "H", "H", "H", "H", "H", "H", "H", "H", "H", "H", "H", "H", "H", "H", "H", "H", "H"],
  "coordinates": [[-0.0886, 0.2570, -0.1067], [-1.9510, -0.1846, -1.9690], [3.6176, 0.5988, -2.3963], [-4.0431, 1.7830, 2.5600], [4.3321, 2.6771, -2.3961], [-3.6713, 4.2670, 1.5081], [-2.8046, 0.2278, 1.6775], [-4.1262, 1.4101, 0.4148], [-1.6723, 4.7594, 0.7710], [3.0460, 4.3626, -0.5066], [2.5878, 2.0973, -3.5664], [-3.1027, 3.8140, -0.5440], [1.9343, 4.2452, -2.3847], [0.8819, 4.0686, -0.5222], [1.1348, 1.4614, -1.5162], [-1.5119, 1.9062, 0.0232], [1.1503, -1.4142, -2.1818], [-0.6275, -1.1106, 2.6791], [2.8441, -2.1487, 1.1029], [-1.4272, -2.1832, 0.3039], [0.8917, 1.9014, 1.3410], [-2.8575, -2.4828, -2.8593], [-2.0067, -2.7216, -0.7959], [4.3341, 1.3322, 0.1395], [-1.8373, 4.1551, 5.8613], [6.4783, 0.5459, 1.2091], [2.9558, 1.1875, 2.5043], [-2.9988, -6.2617, 2.0283], [5.0122, 0.9157, 1.2784], [-0.1679, -0.5925, 3.8194], [-1.1949, 2.6386, 2.3975], [2.2595, 1.6369, 1.3598], [-1.2430, -2.9949, 1.2736], [-3.2935, 1.4675, 1.4688], [2.9845, 1.6922, 0.1378], [3.0823, -3.5440, 0.7513], [-2.0869, 2.4137, 1.1528], [-1.1141, -5.2897, 0.2391], [2.2684, 2.1554, -1.1687], [0.2929, -2.7435, 4.7173], [0.2308, 2.5542, 2.3522], [-1.5060, -6.6209, 0.1821], [3.2301, -2.7230, -1.7265], [2.0115, 3.7258, -1.1305], [-1.6476, -4.4353, 1.2010], [-0.6837, -2.4464, 2.5452], [0.2729, 3.7364, 4.5051], [-2.6460, 3.8306, 0.7162], [-2.2422, -1.8921, -1.7829], [-2.5970, -4.9340, 2.0906], [0.9182, 3.2281, 3.3935], [-1.1092, 3.6504, 4.6344], [-1.8061, 3.1471, 3.5453], [-0.2044, -3.2936, 3.5459], [-2.4495, -7.1108, 1.0763], [3.2130, 1.9060, -2.3966], [0.2971, -1.3676, 4.8727], [4.2952, 0.8466, 2.4676], [3.7178, -3.6859, -0.6342], [1.7291, -2.7652, -2.0707], [1.8119, -0.7485, -2.5696], [-0.3963, -4.9018, -0.4735], [-3.2910, -3.3749, -2.6800], [1.9911, 3.3351, 3.3102], [7.0843, 1.3851, 0.8509], [-2.5338, 3.4054, 6.2462], [-3.3083, -1.8616, -3.5063], [6.6486, -0.2931, 0.5249], [0.6617, -0.8996, 5.7779], [-2.7607, -8.1478, 1.0260], [0.3345, -1.4062, -2.7823], [1.1719, -3.3229, -1.3104], [-1.0756, -7.2754, -0.5683], [-0.1710, 0.4949, 3.8875], [6.8528, 0.2553, 2.1932], [3.6980, -1.5977, 1.0558], [-1.1311, 4.3970, 6.6585], [3.4968, -1.6988, -1.4495], [4.9151, 1.3888, -0.7706], [3.7431, -4.0483, 1.4640], [0.8554, 4.2254, 5.2832], [2.1275, -4.0754, 0.7901], [-2.4190, 5.0584, 5.6435], [1.6063, -3.3115, -3.0110], [3.7985, -2.9617, -2.6287], [3.5791, -4.7193, -0.9702], [-3.7422, -6.6339, 2.7245], [4.7877, 0.5059, 3.3764], [2.5131, -2.0802, 2.0550], [-2.8866, 3.1976, 3.5875], [-0.2105, -4.3648, 3.4017], [0.6737, -3.3881, 5.5017], [4.7975, -3.5372, -0.5235], [2.4014, 1.1011, 3.4299], [-3.0258, -4.2692, 2.8340]],
  "atomic_forces_ev_per_a": [[0.5, 1.0, 0.3], [-0.3, -0.4, -0.2], [-0.1, 0.5, -0.3], [0.1, -0.3, -0.5], [-0.4, -0.3, -0.3], [0.4, -0.1, -0.3], [-0.4, 0.3, 0.0], [0.0, -0.1, 0.4], [-0.4, -0.2, 0.0], [-0.5, -0.2, -0.3], [0.4, -0.1, 0.3], [0.0, 0.1, 0.4], [0.1, -0.1, 0.4], [0.3, -0.2, 0.0], [-0.2, 0.1, 0.4], [0.3, -0.2, 0.3], [0.2, -0.3, 0.2], [0.1, -0.1, 0.1], [0.0, 0.1, -0.1], [0.0, 0.2, -0.3], [0.1, -0.1, 0.0], [0.1, 0.0, 0.0], [-0.1, 0.0, -0.4], [0.0, 0.1, 0.1], [0.0, 0.0, -0.2], [-0.1, 0.0, 0.0], [-0.2, 0.0, -0.2], [0.0, -0.1, 0.0], [0.1, -0.1, 0.0], [-0.1, 0.0, -0.3], [0.0, 0.1, -0.1], [0.0, 0.1, 0.0], [0.0, -0.2, 0.5], [0.2, 0.1, -0.1], [-0.1, 0.1, 0.0], [0.0, 0.1, -0.1], [-0.1, 0.2, 0.0], [0.1, -0.1, 0.0], [0.1, -0.1, -0.1], [0.0, 0.0, 0.0], [0.2, -0.1, -0.1], [0.1, 0.1, 0.0], [-0.1, 0.1, 0.1], [0.1, -0.2, 0.0], [0.0, 0.0, 0.2], [0.2, 0.2, -0.1], [0.0, 0.0, 0.0], [0.1, -0.2, 0.0], [-0.1, 0.1, -0.1], [0.1, 0.1, 0.0], [-0.1, -0.2, 0.0], [0.1, 0.0, 0.2], [0.0, 0.1, -0.1], [0.0, 0.0, 0.0], [0.0, 0.0, 0.0], [-0.1, -0.1, 0.1], [0.0, 0.0, 0.0], [-0.1, 0.0, 0.0], [-0.1, 0.1, -0.1], [0.1, 0.1, 0.0], [-0.1, -0.1, 0.1], [0.0, 0.0, 0.0], [0.0, 0.0, 0.0], [0.0, 0.0, 0.0], [-0.1, -0.1, 0.0], [0.0, 0.0, 0.0], [0.0, 0.0, -0.1], [0.0, 0.1, 0.1], [0.0, 0.0, 0.0], [0.0, 0.0, 0.0], [0.0, 0.0, 0.0], [0.0, 0.1, 0.0], [0.0, 0.0, 0.0], [0.0, -0.1, -0.1], [0.0, 0.0, 0.0], [-0.1, 0.0, 0.0], [0.0, 0.0, 0.0], [-0.1, -0.1, 0.1], [0.0, 0.0, 0.2], [0.0, -0.2, 0.1], [0.0, -0.1, -0.1], [-0.1, 0.1, 0.0], [0.1, -0.1, 0.0], [0.0, -0.1, 0.0], [0.1, 0.1, 0.0], [0.1, 0.0, 0.0], [0.0, 0.0, 0.0], [-0.1, 0.0, -0.1], [-0.1, 0.1, 0.1], [0.1, 0.0, 0.0], [0.0, 0.0, 0.0], [0.0, 0.0, 0.0], [0.0, 0.0, -0.1], [0.0, 0.0, 0.0], [0.0, 0.0, 0.0]],
  "e_above_lowest_kj_mol": 17.7,
  "multiplicity": 1,
  "homo_ev": -4.0805,
  "charge": -1,
  "max_force_ev_per_a": 1.20,
  "gap_ev": 6.307
}

---

2.
{
  "formula": "C37H35Li4N7O5",
  "method": "wB97M-V/def2-TZVPD",
  "symbols": ["O", "O", "O", "O", "O", "N", "N", "N", "N", "N", "N", "N", "C", "C", "C", "C", "C", "C", "C", "C", "C", "C", "C", "C", "C", "C", "C", "C", "C", "C", "C", "C", "C", "C", "C", "C", "C", "C", "C", "C", "C", "C", "C", "C", "C", "C", "C", "C", "C", "Li", "Li", "Li", "Li", "H", "H", "H", "H", "H", "H", "H", "H", "H", "H", "H", "H", "H", "H", "H", "H", "H", "H", "H", "H", "H", "H", "H", "H", "H", "H", "H", "H", "H", "H", "H", "H", "H", "H", "H"],
  "coordinates": [[0.9299, -5.9894, -5.0444], [0.9076, 1.1330, 0.2890], [-1.3133, 1.0715, -0.1909], [-0.7279, -4.9892, -5.9851], [-0.2443, -0.7315, 0.4355], [-2.5867, -2.7454, -0.3945], [-3.1704, -0.1845, -2.0200], [1.5216, -0.7241, 3.1211], [2.9131, 3.2122, 1.5790], [-1.8650, 3.3592, 2.2239], [0.1617, -5.0615, -5.1788], [2.6960, 2.2806, -1.8283], [-1.9177, 2.3189, 4.3939], [-3.4387, -3.4471, -1.1243], [-3.2691, -5.3789, 0.1930], [1.8568, 2.3434, -2.8714], [2.0142, -2.2017, -3.6360], [4.0452, 3.9558, 1.6475], [-4.4979, -0.2718, -2.2707], [-2.2919, 4.4956, 2.8033], [-1.6411, 2.3061, 3.0371], [1.6942, -3.2766, -4.4308], [1.0492, -1.7154, -2.7446], [-2.5706, 4.5914, 4.1452], [3.9329, 1.8399, -2.1343], [4.7057, 4.2900, 2.7926], [2.5564, -0.7742, 5.3430], [-0.4346, -3.5033, -3.3332], [-3.7737, -4.7906, -0.9347], [0.1804, -1.0499, 5.0764], [-2.2702, -4.7161, 0.9530], [-0.2070, 0.4952, 0.1333], [-1.9856, -3.4211, 0.6351], [0.3274, -0.9784, 3.7066], [4.1777, 3.8481, 4.0051], [-2.8615, 0.2616, -4.3520], [-0.1308, -2.3915, -2.5362], [2.5674, -0.6294, 3.9462], [-4.2110, 0.3039, -4.5682], [-5.0546, 0.0409, -3.4892], [2.0503, 1.7790, -4.1339], [-2.3405, 3.5198, 4.9721], [2.4552, 2.7346, 2.7318], [4.2466, 1.2580, -3.3353], [1.3089, -1.0647, 5.8672], [0.4453, -3.9154, -4.3147], [-2.3539, 0.0084, -3.0784], [3.2730, 1.1741, -4.3452], [3.0216, 3.0908, 3.9729], [1.7198, -0.6559, 1.0808], [-2.3296, -0.6006, -0.1041], [-1.7517, 2.9921, 0.0947], [1.7060, 2.8575, -0.0475], [-0.9372, -2.0331, -1.9070], [0.8244, 2.4688, -2.5398], [2.5967, 2.7152, 4.8934], [-2.4530, 3.6628, 6.0379], [4.6597, 1.8208, -1.3293], [-2.5764, 5.2452, 2.0746], [3.5459, -0.4864, 3.4966], [-0.8323, -1.1851, 5.4331], [-3.7695, -2.8844, -1.9939], [-4.2640, -5.4749, -1.6133], [-1.9103, -5.2243, 1.8356], [-1.3540, -4.0317, -3.1119], [-1.2225, 1.4357, 2.5476], [-1.3287, 0.0936, -2.7552], [1.2239, -0.8306, -2.1376], [-6.1141, 0.1109, -3.6947], [-4.6196, 0.4755, -5.5542], [-2.9065, 5.4896, 4.6479], [-0.5578, -0.9610, 3.0848], [-1.6127, 1.4843, 5.0073], [-2.1400, 0.4637, -5.1346], [4.6370, 3.9779, 4.9760], [2.3977, -3.7497, -5.1047], [-1.3041, -2.8947, 1.2924], [3.4598, -0.7501, 5.9289], [4.5052, 4.2679, 0.7170], [3.0093, -1.7814, -3.6183], [5.5966, 4.8967, 2.7184], [5.2466, 0.9093, -3.5511], [1.2570, 1.6922, -4.8607], [-5.1730, -0.4562, -1.4441], [3.5818, 0.6355, -5.2314], [-3.5008, -6.4075, 0.4392], [1.4765, 2.2707, 2.7755], [1.3334, -1.3185, 6.9232]],
  "atomic_forces_ev_per_a": [[0.0, -0.3, 0.0], [-0.2, 0.4, -0.3], [0.0, 1.4, -0.1], [-0.6, 0.2, -0.1], [0.1, -0.9, 0.0], [0.5, -0.7, 1.9], [-0.7, -0.8, -0.6], [-0.2, -0.5, 0.5], [0.5, 0.1, 0.0], [0.2, -0.1, 0.2], [0.9, -0.1, 0.1], [0.6, 0.7, -1.2], [0.8, 0.6, 0.2], [0.0, 0.2, -1.5], [1.6, -0.2, 0.6], [-1.4, -1.6, 0.8], [-0.5, 0.1, 0.5], [-0.2, -0.4, -0.9], [0.2, 0.9, 0.2], [-0.9, -0.6, -1.1], [-0.2, 0.2, -0.3], [-0.3, -1.2, -0.4], [0.3, 0.2, 0.5], [0.1, 0.7, 0.8], [-0.2, -0.3, 0.9], [0.0, 0.1, 0.9], [-1.2, -0.3, -1.7], [-0.2, -0.1, 0.1], [0.5, -0.1, 0.4], [-0.5, -0.6, -0.6], [-1.9, -0.8, -0.3], [0.3, 0.5, 1.1], [-0.3, 0.6, 0.0], [0.5, 1.3, 0.0], [-0.2, -0.5, 0.1], [1.7, 0.0, 0.1], [-0.6, -0.3, -1.2], [1.1, 0.0, 0.4], [-0.4, -0.4, 0.3], [0.1, 0.1, -1.1], [0.6, -0.3, 0.4], [0.3, -0.8, -0.3], [-0.4, 1.5, 1.4], [-0.3, 0.2, -1.0], [1.0, 0.1, 1.4], [0.4, 1.3, 0.9], [-1.5, 0.7, 1.2], [1.0, 0.2, 0.5], [0.2, -0.6, -0.7], [-0.9, 0.4, -0.1], [0.3, -0.4, -0.7], [0.0, -0.9, 0.5], [0.7, -0.9, 0.0], [0.5, -0.1, 0.3], [0.0, 0.8, -0.4], [-0.1, 0.0, 0.0], [-0.1, -0.3, 0.0], [0.0, 0.2, 0.0], [0.3, 0.5, 0.4], [-0.1, 0.2, -0.3], [0.2, -0.2, 0.4], [-0.4, -0.3, 0.0], [-0.6, 0.8, -0.3], [0.4, 0.2, 0.0], [-0.1, -0.1, -0.4], [-0.1, -0.1, 0.1], [0.3, -0.1, -0.7], [0.3, 0.0, -0.1], [-0.1, -0.3, 0.5], [0.0, 0.2, 0.0], [0.0, 0.3, -0.6], [0.2, -0.3, -0.3], [-0.3, -0.2, 0.0], [-0.2, -0.1, -0.1], [0.2, 0.5, -0.2], [0.2, 0.3, 0.0], [0.1, 0.4, -0.4], [0.0, 0.0, 0.0], [-0.4, 0.0, -0.2], [0.0, 0.1, -0.3], [0.1, -0.1, 0.1], [0.0, -0.2, 0.3], [-0.1, 0.3, 0.0], [0.2, -0.2, 0.2], [-0.5, 0.1, -0.3], [-0.1, 0.0, 0.0], [0.1, -0.5, -0.5], [-0.7, 0.2, 0.0]],
  "e_above_lowest_kj_mol": 0.0,
  "multiplicity": 1,
  "homo_ev": -13.3405,
  "charge": 2,
  "max_force_ev_per_a": 2.27,
  "gap_ev": 8.206
}